(1)
65
Properties=species:S:1:pos:R:3 method="wB97M-V/def2-TZVPD" smiles="COC[C@H](C)N.NC(N)=O.NC(N)=O.NC(N)=O.NC(N)=O.NC(N)=O.NC(N)=O" relative_energy_kj_mol=176.0 homo_lumo_gap_ev=8.383 energy_ha=-1640.72879
C 3.7048 1.2293 -2.6206
O 3.4989 1.0941 -1.4129
N 2.8585 1.8646 -3.4629
N 4.8093 0.7206 -3.2136
H 1.9969 2.1879 -3.0586
H 2.9800 1.7949 -4.4560
H 5.4578 0.1952 -2.6538
H 5.1769 1.1260 -4.0566
C -3.4410 -1.8222 -0.9239
O -3.8922 -2.9210 -0.5947
N -2.7635 -0.9463 -0.1501
N -3.4687 -1.4175 -2.2209
H -2.2814 -1.2264 0.6848
H -2.7222 0.0317 -0.3881
H -3.1953 -0.4936 -2.4917
H -3.6476 -2.2623 -2.7458
C -4.4400 3.0041 -0.7527
O -4.5751 1.8877 -0.2673
N -3.5397 3.2292 -1.7599
N -5.2147 4.1090 -0.5216
H -2.7484 2.5960 -1.7573
H -3.3671 4.2226 -1.7568
H -5.5825 4.0847 0.4175
H -5.6299 4.6585 -1.2479
C -0.1693 1.0316 -1.2528
O -1.3719 1.2463 -1.4006
N 0.5638 1.2293 -0.1168
N 0.6218 0.5827 -2.2669
H -0.0059 1.3601 0.7154
H 1.4894 0.8499 -0.0502
H 1.4876 0.1829 -1.9546
H 0.2320 0.6100 -3.1929
C -1.4777 2.2114 2.3470
O -0.9146 1.1171 2.4193
N -1.8945 2.8002 1.2054
N -1.7818 3.0012 3.4203
H -1.9802 2.2659 0.3492
H -1.8382 3.7944 1.0837
H -2.3322 3.8049 3.1919
H -1.6000 2.7421 4.3722
C -0.5390 -3.6028 -0.9210
O -1.0164 -4.2588 -1.8652
N -0.5902 -3.9964 0.3606
N 0.1822 -2.5067 -1.1294
H -0.9214 -4.9441 0.4452
H -0.1484 -3.5687 1.1536
H 0.5787 -2.0841 -0.3034
H 0.4001 -2.0989 -2.0165
C 3.0140 0.4240 2.0915
C 3.1166 -1.0254 1.7260
C 2.2173 -1.8323 2.7004
O 2.1741 -3.1554 2.2035
C 1.8259 -4.1737 3.1363
N 2.6504 -1.1555 0.3664
H 3.3497 1.1340 1.3304
H 3.6742 0.6405 2.9369
H 2.0147 0.7956 2.3342
H 4.1807 -1.2216 1.9075
H 1.2275 -1.3644 2.6835
H 2.6326 -1.6274 3.6912
H 2.5746 -4.4835 3.8663
H 1.6393 -5.0307 2.4872
H 0.8754 -3.9247 3.6146
H 3.2101 -0.6070 -0.2790
H 2.6754 -2.1092 0.0209


(2)
21
Properties=species:S:1:pos:R:3 method="wB97M-V/def2-TZVPD" smiles=C1CCCCC1.O relative_energy_kj_mol=0.0 homo_lumo_gap_ev=11.619 energy_ha=-312.25504
C 0.9472 -1.1004 1.3805
C -0.4782 -0.9574 0.8428
C 1.8164 -1.9138 0.4192
C -1.1003 -2.3281 0.5678
C 1.1943 -3.2845 0.1442
C -0.2310 -3.1415 -0.3935
H 0.9110 -1.6198 2.3574
H 1.3942 -0.1015 1.5468
H -0.4485 -0.3815 -0.1021
H -1.1023 -0.3925 1.5617
H 2.8354 -2.0338 0.8348
H 1.9055 -1.3627 -0.5367
H -2.1193 -2.2081 0.1522
H -1.1895 -2.8792 1.5237
H 1.1646 -3.8604 1.0891
H 1.8184 -3.8494 -0.5747
H -0.6781 -4.1404 -0.5598
H -0.1949 -2.6221 -1.3704
O 2.2136 -2.9867 -2.8877
H 2.1166 -2.3393 -3.6225
H 1.6908 -2.6024 -2.1479


(3)
11
Properties=species:S:1:pos:R:3 method="wB97M-V/def2-TZVPD" relative_energy_kj_mol=16.6 homo_lumo_gap_ev=10.918 energy_ha=-226.82908 charge=+1
N 2.2774 1.1381 -0.3540
H 1.4521 1.7433 -0.2780
H 2.0267 0.3029 0.1890
H 2.3159 0.8954 -1.3386
H 3.1761 1.5272 -0.0704
C -0.9727 -0.3925 0.5560
N -2.0247 -0.9330 -0.0686
O 0.0780 -0.1279 -0.0357
H -1.0634 -0.1320 1.6129
H -2.8189 -1.2976 0.4458
H -1.8872 -1.3999 -0.9522


(4)
54
Properties=species:S:1:pos:R:3 method="wB97M-V/def2-TZVPD" relative_energy_kj_mol=15.1 homo_lumo_gap_ev=5.932 energy_ha=-5381.12590 charge=-2
Ca 0.2419 0.0188 1.0602
O 6.4787 -0.9754 -0.0882
C 5.1845 -0.6051 0.1696
C 4.7345 -0.3912 1.4655
C 3.4111 -0.0301 1.6397
N 2.5821 0.1293 0.6162
C 3.0087 -0.1054 -0.6201
C 4.3121 -0.4736 -0.9024
C 1.9281 -0.0446 -1.7132
O 2.2821 -0.1490 -2.8872
O 0.7476 0.0801 -1.2584
C 2.7724 0.0854 3.0401
O 3.5449 0.1643 4.0002
O 1.5097 0.0420 3.0279
H 6.9370 -1.0443 0.7541
H 5.3628 -0.5099 2.3405
H 4.6161 -0.6688 -1.9202
O -0.4770 3.7587 1.9565
B -0.7316 2.6602 1.0530
O -1.4430 3.2869 -0.0577
C -1.5786 4.6085 0.1993
C -2.1837 5.5873 -0.5582
C -2.1764 6.8884 -0.0460
C -1.5838 7.1765 1.1769
C -0.9752 6.1739 1.9386
C -0.9870 4.8950 1.4252
H -2.6476 5.3492 -1.5064
H -2.6437 7.6835 -0.6147
H -1.5938 8.1947 1.5478
H -0.5104 6.3833 2.8932
C -1.5664 -1.6980 -2.6740
N -2.8246 -0.9776 -2.7351
C -3.0269 0.2579 -2.2282
N -1.9512 0.9252 -1.8254
S -4.6047 0.8939 -2.1665
H -1.6906 -2.6410 -3.2043
H -1.2648 -1.9007 -1.6441
H -0.7600 -1.1392 -3.1509
H -3.6741 -1.4820 -2.9133
H -1.0028 0.5468 -1.8464
H -2.0803 1.8296 -1.3939
Br -4.3117 -6.3492 0.2790
C -2.4911 -5.8135 0.4283
C -1.5019 -6.7779 0.3693
N -0.2087 -6.4765 0.4617
C 0.1150 -5.1932 0.6148
C -0.8161 -4.1625 0.6861
C -2.1607 -4.4812 0.5913
C -0.3699 -2.7158 0.8497
O 0.8511 -2.4880 0.8537
O -1.2914 -1.8615 0.9509
H -1.7573 -7.8237 0.2408
H 1.1671 -4.9477 0.6853
H -2.9003 -3.6930 0.6390